15
Properties=species:S:1:pos:R:3:forces:R:3 method="wB97M-V/def2-TZVPD" lumo_ha=0.0312 de_lowest_kj_mol=223.9 e_tot_ha=-341.91836 homo_lumo_gap_ev=9.449 total_charge=0
C -2.018 -0.864 -0.297 0.1 0.0 0.0
C -0.902 -0.301 0.163 0.1 0.1 -0.2
C -0.825 1.122 0.629 0.0 -0.1 0.1
N 0.342 -0.953 0.101 1.4 0.6 1.7
H -2.030 -1.871 -0.685 0.0 -0.2 0.0
H -2.941 -0.314 -0.350 -0.1 0.1 0.1
H -0.230 1.717 -0.067 0.0 0.0 0.0
H -1.820 1.556 0.702 0.0 0.0 0.0
H -0.339 1.176 1.605 0.0 0.1 0.0
H 0.283 -1.913 -0.203 0.1 -0.1 0.3
H 1.142 -0.688 0.831 -2.6 -1.1 -1.6
N 2.523 0.183 0.160 -0.3 -0.8 0.2
C 1.877 0.117 -0.907 1.2 2.1 0.2
O 1.507 0.440 -1.971 -0.1 -0.8 0.0
H 3.431 0.591 0.290 0.1 0.2 -0.7